Density functional theory data (wB97M-V/def2-TZVPD) for the molecule C5H6N2S.

## Properties
HOMO-LUMO gap	9.8	eV
E_LUMO	0.2	eV
structure (SMILES)	C=CC1(S)C=NN=C1

```
14
Properties=species:S:1:pos:R:3:forces:R:3:mulliken_charge:R:1
C -2.1022 -0.9230 0.0018 -0.3 -0.8 -0.2 -0.7554
C -0.7817 -0.9357 -0.0032 0.5 -0.3 0.1 -0.3978
C 0.1435 0.2670 0.0000 0.2 -0.1 0.1 1.4293
S -0.7771 1.8350 0.0067 0.3 0.4 0.0 -0.2571
C 1.1419 0.1948 -1.1163 0.4 -0.2 -0.1 -0.5563
N 2.3503 0.0658 -0.7278 -0.4 0.2 0.2 -0.4073
N 2.3524 0.0667 0.7256 -0.2 0.0 0.0 -0.4209
C 1.1490 0.1763 1.1253 -0.1 -0.1 -0.1 -0.5047
H -2.6805 -1.8651 -0.0050 0.5 0.7 0.0 0.2516
H -2.6632 -0.0071 -0.0329 -0.2 0.2 0.1 0.2144
H -0.2315 -1.8861 0.0039 -0.2 0.3 0.0 0.3042
H 0.3250 2.6393 0.0192 -0.4 -0.4 0.0 0.1797
H 0.9040 0.2105 -2.1685 -0.1 0.0 -0.1 0.4646
H 0.8700 0.1615 2.1710 0.1 0.1 0.0 0.4557
```
Forces are in eV/Å.

---

Density functional theory data (wB97M-V/def2-TZVPD) for a cluster of 2 separate species, C4H9BN2O2 in total at a distorted geometry.

## Properties
HOMO-LUMO gap (spin up / spin down)	6.2 / 8.3	eV
spin multiplicity	3
E_LUMO (spin up / spin down)	0.7 / -1.5	eV

```
18
Properties=species:S:1:pos:R:3:forces:R:3:mulliken_charge:R:1
B -2.1204 -0.2059 0.2289 -0.2 0.0 -0.1 0.5394
C 1.6806 1.1478 0.8177 -2.4 -1.6 -3.9 -0.4490
C 0.7424 1.6186 -0.2769 -0.2 -1.5 0.6 -0.2379
C 0.4813 0.3396 -1.0696 0.2 4.2 -0.3 -0.4058
C 0.9670 -1.9335 -0.6620 3.0 -0.7 0.8 -0.9670
N 1.8151 -0.1145 0.7593 -0.4 -2.2 -1.4 -0.7368
N 1.0918 -0.5416 -0.3667 2.1 -4.1 2.7 0.6093
O -1.9134 -0.6303 1.5063 0.1 -0.3 0.3 -0.5288
O -2.4667 1.0904 -0.0466 0.0 0.3 -1.8 -0.5689
H 2.2976 1.6921 1.3681 2.2 2.4 2.7 0.5883
H -0.1531 1.7411 0.2311 -2.1 1.4 0.9 0.1924
H 1.0661 2.4660 -0.7414 0.6 2.4 -1.5 0.4473
H -2.0574 -0.9894 -0.7005 0.0 0.1 0.6 -0.1171
H 0.6302 -2.4485 0.2365 -0.3 -0.3 -0.4 0.2798
H 0.4025 -2.0032 -1.5375 -1.6 -0.4 -0.9 0.3996
H 1.9621 -2.3725 -1.0104 -0.9 0.5 0.8 0.3075
H -1.9586 -0.0728 2.3062 -0.1 0.0 -1.1 0.3141
H -2.4672 1.2165 -1.0425 -0.1 -0.1 1.9 0.3338
```
Forces are in eV/Å.

---

Density functional theory data (wB97M-V/def2-TZVPD) for the ion C23H20F3 with charge +1 at a distorted geometry.

## Properties
HOMO-LUMO gap	5.9	eV
total charge	+1
E_LUMO	-6.1	eV

```
46
Properties=species:S:1:pos:R:3:forces:R:3:mulliken_charge:R:1
C 4.4273 2.1003 0.1710 0.3 0.1 0.0 -1.4247
C 3.0220 1.3646 0.1355 1.2 -0.2 1.6 1.1309
C 3.1211 -0.0664 0.6140 -0.6 0.7 0.2 -0.5285
C 2.1812 -0.6770 1.4772 0.0 -0.5 0.5 0.4764
C 1.9041 -2.0628 1.2642 0.4 -0.3 -0.2 -0.1812
C 0.9466 -2.7430 2.0000 0.1 -0.1 -0.4 -0.6917
C 0.2935 -2.1093 3.0597 0.4 0.1 -0.4 -0.2545
C 0.5820 -0.7681 3.3447 0.1 0.4 0.1 -0.8156
C 1.4738 -0.0473 2.5679 0.0 0.5 -0.8 -0.1260
H 4.2931 3.1743 0.4328 -0.1 -0.7 -0.4 0.3092
H 5.1091 1.7077 0.9699 -0.6 0.1 -0.8 0.4366
H 4.9188 2.0582 -0.8474 -0.4 -0.1 1.3 0.3198
H 2.3184 1.9407 0.7836 0.3 -0.6 -0.6 0.2800
H 3.9614 -0.6835 0.2210 -0.9 0.3 -0.1 0.3761
H 2.4232 -2.5531 0.4273 -0.3 0.1 0.5 0.3929
H 0.6970 -3.7708 1.7363 0.1 0.3 0.1 0.3871
H -0.4326 -2.6646 3.6537 0.2 0.2 -0.1 0.4304
H 0.0670 -0.2870 4.1768 0.2 0.0 -0.3 0.4060
H 1.6570 1.0199 2.7591 -0.1 -0.6 0.1 0.4517
F -2.3950 -2.1152 0.0261 0.7 -0.2 -0.8 -0.2640
C -1.6961 -2.5004 -1.0922 -1.4 -0.8 0.1 0.7702
F -1.1262 -3.7201 -0.7911 -0.4 1.4 -0.4 -0.2753
F -2.6572 -2.7487 -2.0485 1.3 0.3 0.9 -0.2611
C -0.6917 -1.4408 -1.4994 0.2 -0.8 0.4 0.4046
C 0.6021 -1.8418 -1.8503 -0.7 0.1 0.0 -0.5258
C 1.5693 -0.8619 -1.9878 0.3 -0.4 0.7 -0.7231
C 1.3058 0.4754 -1.6644 0.4 -0.1 -0.4 -0.8050
C 2.5300 1.3556 -1.3070 -0.7 0.4 -3.9 0.4896
C 2.3397 2.8190 -1.7514 -0.1 -0.4 0.0 0.1160
C 3.1600 3.4767 -2.6807 0.5 0.2 0.3 -0.3456
C 3.1827 4.8808 -2.7067 -0.5 -0.3 0.1 -0.6542
C 2.2701 5.6012 -1.9279 0.2 0.2 0.1 -0.4871
C 1.3292 4.9291 -1.1410 0.2 -0.2 -0.3 -1.0544
C 1.3556 3.5334 -1.0847 -0.1 0.6 0.7 -0.3723
C -0.0343 0.8585 -1.7126 -1.1 0.2 0.8 -0.2579
C -1.0383 -0.0887 -1.4741 0.7 -1.0 -0.4 -1.0363
H 0.8543 -2.9019 -1.9197 -0.1 0.4 -0.2 0.5046
H 2.5705 -1.1916 -2.2635 0.0 0.2 0.3 0.4230
H 3.2951 0.9432 -2.0228 -0.1 0.3 1.1 0.7853
H 3.8461 2.9252 -3.3464 -0.3 0.2 0.6 0.3945
H 3.9358 5.4102 -3.2910 -0.3 -0.2 0.0 0.4048
H 2.3173 6.7008 -1.9162 -0.1 -0.6 0.0 0.3742
H 0.6204 5.4760 -0.5249 0.0 0.0 -0.2 0.3902
H 0.6448 2.9926 -0.4370 0.5 0.5 -0.2 0.4440
H -0.4119 1.8699 -1.8692 0.7 -0.1 0.5 0.6938
H -2.0564 0.1641 -1.2078 0.0 0.3 -0.4 0.4924
```
Forces are in eV/Å.

---

Density functional theory data (wB97M-V/def2-TZVPD) for a structure of composition C5H7O3Tl at a distorted geometry.

## Properties
HOMO-LUMO gap (spin up / spin down)	6.7 / 8.0	eV
total charge	+1
spin multiplicity	2
E_LUMO (spin up / spin down)	-5.6 / -6.4	eV

```
16
Properties=species:S:1:pos:R:3:forces:R:3:mulliken_charge:R:1
C -0.8864 -1.1490 1.0159 -0.9 0.7 -1.5 -0.3436
H 0.9174 -1.9841 0.4279 -0.4 0.1 -1.0 0.3995
H -1.9780 -1.2344 0.9337 0.4 0.1 -0.2 0.4197
C -0.0920 -1.8058 -0.0187 0.0 -2.5 3.8 -0.7588
H -0.5422 -2.7529 -0.3655 0.3 0.5 0.3 0.3901
C -1.0239 0.9200 2.4286 0.6 -1.4 -0.9 -0.6951
C -0.4113 -0.2515 2.0262 -0.2 1.1 1.3 -0.0615
O -0.3283 0.9507 -2.7081 -1.5 0.7 -1.6 -0.4728
C 0.8270 1.4840 -2.7500 1.3 5.0 -0.7 0.6025
O 1.1960 2.5621 -3.1578 -0.5 -2.2 0.4 -0.4718
O 1.6888 0.6724 -2.0027 2.3 0.7 0.1 -0.4355
H -0.6378 1.4963 3.2703 -0.1 -0.2 -0.3 0.2926
H -1.8461 1.3504 1.8508 0.1 -0.2 0.3 0.2672
H 0.4435 -0.5979 2.6214 0.0 0.3 -0.4 0.3090
H 2.5202 1.0989 -1.7650 0.3 0.2 -0.2 0.3860
Tl 0.1531 -0.7593 -1.8068 -1.7 -2.9 0.5 1.1725
```
Forces are in eV/Å.

---

Density functional theory data (wB97M-V/def2-TZVPD) for the molecule C4H7NO.

## Properties
HOMO-LUMO gap	10.5	eV
E_LUMO	0.9	eV
structure (SMILES)	O=C1CCCN1

```
13
Properties=species:S:1:pos:R:3:forces:R:3:mulliken_charge:R:1
O 2.4504 0.7187 0.1466 -0.6 -0.1 -0.5 -0.5961
C 1.2931 0.4265 -0.0650 0.0 0.1 -0.2 0.3351
C 0.6801 -0.9528 -0.3533 0.6 0.1 0.0 -0.4707
C -0.6279 -0.8306 0.4002 -0.3 0.2 0.2 -0.5169
C -1.0624 0.6284 0.1204 -0.1 -0.1 0.0 -0.5048
N 0.2129 1.3034 -0.0804 0.2 -0.2 0.0 -0.1663
H 0.5492 -1.0105 -1.4465 -0.1 0.0 0.3 0.2398
H 1.3393 -1.7649 -0.0487 -0.1 0.1 0.1 0.2913
H -1.4239 -1.5401 0.1592 0.3 0.0 -0.1 0.3341
H -0.3818 -0.9254 1.4638 -0.3 -0.1 -0.1 0.2499
H -1.7313 0.6927 -0.7490 0.2 0.0 0.0 0.3091
H -1.5911 1.0519 0.9842 0.1 -0.1 -0.2 0.2573
H 0.2934 2.2027 -0.5313 0.1 0.0 0.5 0.2384
```
Forces are in eV/Å.

---

Density functional theory data (wB97M-V/def2-TZVPD) for a structure of composition C30H20CoF2NOP at a distorted geometry.

## Properties
HOMO-LUMO gap (spin up / spin down)	7.4 / 7.5	eV
total charge	+1
E_LUMO (spin up / spin down)	-4.0 / -3.9	eV

```
56
Properties=species:S:1:pos:R:3:forces:R:3:mulliken_charge:R:1
Co -0.0395 0.0499 -0.2149 -0.2 -0.9 -1.3 -0.8926
O -1.7054 -1.8441 -0.3464 0.0 0.1 0.0 -0.5466
C -0.5348 -1.7924 -0.5844 0.2 0.8 0.3 0.5178
C 0.3058 -2.7584 -1.3078 0.2 -0.3 -0.1 -0.0358
C -0.1689 -3.9589 -1.8306 0.1 0.1 0.0 -0.7217
C 0.7070 -4.7550 -2.5492 0.0 0.0 0.0 -0.5197
C 2.0301 -4.3623 -2.7394 0.0 0.0 0.0 -0.7159
C 2.5074 -3.1756 -2.2000 0.0 0.0 0.1 -0.4472
C 1.6374 -2.3781 -1.4705 -0.1 0.0 -0.2 0.0711
P 2.0372 -0.8593 -0.5824 -0.5 0.1 1.0 1.8110
C 2.5456 -1.3962 1.0688 0.2 0.0 0.0 0.3398
C 2.4590 -2.7187 1.4912 0.0 0.0 0.0 -0.4408
C 2.7664 -3.0424 2.8053 0.0 0.0 0.1 -0.7208
C 3.1655 -2.0547 3.6938 0.0 0.0 0.0 -0.5376
C 3.2655 -0.7359 3.2691 0.0 0.0 0.0 -0.8106
C 2.9539 -0.4058 1.9621 0.0 0.0 0.0 -0.1522
C 3.4799 -0.0793 -1.3273 -0.2 0.1 -0.1 0.5631
C 3.2867 0.8784 -2.3214 0.0 0.0 0.0 -0.4802
C 4.3776 1.4545 -2.9507 0.0 0.0 0.0 -0.6975
C 5.6629 1.0781 -2.5848 0.0 0.0 0.0 -0.4987
C 5.8606 0.1302 -1.5911 0.0 0.0 0.0 -0.7166
C 4.7724 -0.4504 -0.9599 -0.1 -0.1 0.1 -0.2592
H -1.2042 -4.2388 -1.6904 0.0 0.0 0.0 0.5412
H 0.3589 -5.6837 -2.9806 0.0 0.0 0.0 0.4283
H 2.6963 -4.9934 -3.3122 0.0 0.0 0.0 0.4418
H 3.5402 -2.8838 -2.3393 0.0 0.0 0.0 0.5239
H 2.1483 -3.5011 0.8098 0.0 0.0 0.0 0.3539
H 2.6944 -4.0708 3.1324 0.0 0.0 0.0 0.4335
H 3.3994 -2.3111 4.7180 0.0 0.0 0.0 0.4240
H 3.5766 0.0364 3.9594 0.0 0.0 0.0 0.4359
H 3.0156 0.6280 1.6400 0.0 0.0 0.0 0.4336
H 2.2823 1.1780 -2.5979 0.0 0.0 0.0 0.1974
H 4.2282 2.2002 -3.7196 0.0 0.0 0.0 0.4200
H 6.5155 1.5315 -3.0722 0.0 0.0 0.0 0.4056
H 6.8638 -0.1540 -1.3040 0.0 0.0 0.0 0.4276
H 4.9241 -1.1803 -0.1744 0.0 0.0 0.0 0.4570
F -0.5054 -1.0201 4.8997 0.0 0.0 0.0 -0.3399
C -0.6412 -0.1427 3.8998 0.0 0.0 -0.1 0.3297
C -0.3320 -0.5512 2.6119 -0.1 0.0 0.0 -0.1116
C -0.4672 0.3654 1.5879 0.6 -0.2 0.1 1.3420
C -0.9052 1.6771 1.8383 0.0 -0.1 0.0 -1.2712
C -1.1981 2.0253 3.1534 0.0 -0.1 -0.1 0.5388
F -1.6080 3.2713 3.4374 0.0 0.0 0.0 -0.3249
C -1.0742 1.1343 4.1995 0.0 0.0 0.0 -1.0035
C -0.9985 2.5437 0.6594 0.0 0.1 -0.1 0.8539
C -1.4981 3.8391 0.5999 0.0 0.0 0.0 -0.8544
C -1.5327 4.4923 -0.6208 0.0 0.0 0.0 -0.2979
C -1.0713 3.8550 -1.7623 0.0 0.0 -0.1 -0.9573
C -0.5834 2.5702 -1.6354 0.0 0.1 0.0 0.0057
N -0.5454 1.9354 -0.4639 -0.1 0.2 0.5 -0.0284
H 0.0128 -1.5638 2.4495 0.0 0.0 0.0 0.6443
H -1.3044 1.4281 5.2131 0.0 0.0 0.0 0.5234
H -1.8554 4.3211 1.4947 0.0 0.0 0.0 0.5494
H -1.9235 5.4991 -0.6802 0.0 0.0 0.0 0.4490
H -1.0902 4.3381 -2.7277 0.0 0.0 0.0 0.4051
H -0.2107 2.0210 -2.4926 0.0 0.0 0.0 0.5152
```
Forces are in eV/Å.

---

Respective energy relative to the best compared isomer or geometry (same formula, charge and spin) values: 262.78; 0.00; 41.10; 0.00; 32.13; 42.29 kJ/mol.
Respective DFT total energy values: -19095.287; -12041.420; -32319.910; -16123.418; -7799.311; -87316.197 eV.